{
  "formula": "C6H16BrMnO2",
  "method": "the ωB97M-V functional and the def2-TZVPD basis",
  "s2": 12.00,
  "multiplicity": 7,
  "energy_ha": -4113.65371,
  "species": ["Mn", "Br", "C", "C", "C", "O", "H", "H", "H", "H", "H", "H", "H", "H", "C", "C", "C", "O", "H", "H", "H", "H", "H", "H", "H", "H"],
  "coordinates": [[8.34589, 13.43421, -3.45308], [9.65161, 11.38678, -2.85036], [13.16591, 11.68885, -7.21766], [12.49079, 11.23294, -5.93370], [13.28721, 11.67585, -4.69015], [11.21722, 11.78650, -5.88144], [13.06876, 12.76714, -7.34401], [12.62775, 11.28297, -8.07425], [14.21277, 11.38624, -7.24232], [12.38741, 10.15194, -5.83977], [12.83584, 11.41708, -3.73234], [13.56694, 12.72730, -4.62464], [14.25666, 11.17880, -4.72509], [10.72370, 11.39147, -5.15896], [10.61719, 5.94198, -2.53496], [11.03839, 7.36609, -2.84562], [10.68983, 7.70222, -4.30399], [10.25779, 8.23170, -2.04929], [9.54514, 5.87221, -2.35065], [11.13592, 5.40017, -1.74410], [10.82241, 5.40596, -3.46159], [12.08806, 7.54106, -2.60965], [11.09750, 8.68207, -4.55258], [9.62032, 7.65541, -4.50908], [11.16122, 6.98384, -4.97467], [10.16432, 9.05852, -2.52806]]
}